No. 1
Density functional theory data (ωB97M-V/def2-TZVPD) for 14 unconnected molecules or ions with the total composition C53H85Cl26F3N3O4PS at a distorted geometry.

Values from the calculation:
Orbital gap (eV): 7.8
Calculated total energy (hartree): -15539.7065
E_HOMO (eV): -8.5

Last column: Mulliken charge in e.
Positions of all 176 atoms, in Å:
C1 -2.353612 5.504740 -3.681213  0.1019
C2 -2.266439 4.659633 -2.819540  -0.8554
C3 -2.291505 3.630969 -1.701434  -0.3474
C4 -1.080632 2.649450 -1.840896  -0.6640
C5 0.081330 2.908817 -0.804803  0.0404
C6 0.754658 1.558059 -0.532618  0.8973
C7 0.864313 0.940564 0.652608  0.5480
C8 0.305448 1.529389 1.963619  -0.4178
C9 1.528038 2.024745 2.833195  -0.0479
C10 1.260101 1.668435 4.336759  -1.5746
C11 0.307471 2.733558 4.963458  -0.1009
N1 0.922122 4.078185 4.980539  -0.1420
C12 0.300786 4.946130 4.020464  0.0565
N2 1.090417 5.531483 3.211331  -0.6204
N3 -1.153584 5.100294 3.950045  -0.1818
C13 1.543096 -0.442826 0.711708  -0.5912
O1 2.284064 -0.769086 1.605516  -0.6052
C14 1.221174 -1.349571 -0.501985  0.1056
C15 1.013327 -2.755014 -0.377651  0.8950
P1 1.148454 -3.540997 1.290401  0.2871
S1 -0.193658 -4.905246 1.671202  -0.2533
C16 0.680967 -3.459828 -1.595014  0.8242
C17 0.372807 -4.983501 -1.586947  -1.4181
C18 -1.215527 -5.114141 -1.454061  -0.5710
O2 -1.880341 -3.853433 -1.619911  -0.3550
C19 -2.439526 -3.397318 -0.408626  0.1012
C20 -3.343067 -2.152877 -0.695789  0.7121
F1 -3.068914 -1.131300 0.167799  -0.3079
F2 -4.670919 -2.419892 -0.514775  -0.3379
F3 -3.172207 -1.666624 -1.941204  -0.1304
C21 0.621963 -2.782053 -2.836507  -0.5072
C22 0.835496 -1.383115 -2.965913  -0.0451
C23 0.756908 -0.721170 -4.346569  -0.7559
C24 2.201227 -1.100548 -4.998735  0.1831
C25 3.144186 0.154403 -5.237875  -0.5920
O3 3.330059 -0.915472 -4.144041  -0.3039
C26 1.114334 -0.685008 -1.762447  0.3945
C27 1.313225 0.844325 -1.778743  -0.4737
O4 1.858041 1.444160 -2.676045  -0.6512
H1 -2.135166 6.141679 -4.532957  0.4687
H2 -3.209824 3.032283 -1.894173  0.3200
H3 -2.372568 4.128498 -0.720680  0.1201
H4 -0.677770 2.740504 -2.872037  0.3817
H5 -1.421022 1.592829 -1.741360  0.1325
H6 0.833807 3.526047 -1.348122  -0.3422
H7 -0.243488 3.454070 0.096001  0.2577
H8 -0.458484 2.307296 1.791779  -0.2104
H9 -0.219230 0.691558 2.481537  0.5876
H10 2.490074 1.510924 2.538659  0.5084
H11 1.666192 3.102805 2.633294  0.2233
H12 2.210662 1.571328 4.895677  0.3910
H13 0.767976 0.669773 4.372935  0.3883
H14 -0.632955 2.713875 4.364743  0.1119
H15 0.061623 2.381967 5.991248  0.4246
H16 0.840388 4.445929 5.930332  0.1663
H17 0.540656 6.092416 2.554449  0.0964
H18 -1.460548 4.445756 3.227779  -0.0578
H19 -1.300128 6.043645 3.591526  0.3735
H20 2.422644 -4.169552 1.380019  0.1530
H21 1.103588 -2.587849 2.338060  0.1108
H22 0.880201 -5.507327 -0.759219  0.4880
H23 0.701311 -5.398539 -2.563292  0.4762
H24 -1.518060 -5.657604 -0.540869  0.2262
H25 -1.539882 -5.759817 -2.331407  0.4220
H26 -1.670452 -3.022567 0.301829  -0.1828
H27 -3.094915 -4.143178 0.092460  0.2141
H28 0.396004 -3.403718 -3.721026  0.4635
H29 -0.003590 -1.182516 -5.019030  0.1149
H30 0.715918 0.375919 -4.322456  0.1890
H31 2.232412 -1.915697 -5.768297  0.3563
H32 3.229046 0.934784 -4.467293  0.0044
H33 3.980844 0.078633 -5.951388  0.4141
Cl1 -4.078412 -6.686249 2.213552  -0.1195
C28 -5.637687 -6.012872 2.750418  -0.5494
C29 -5.622096 -4.503021 2.794717  -0.1937
Cl2 -4.565411 -3.878660 4.085262  -0.1850
H34 -5.871772 -6.440067 3.723770  0.3500
H35 -6.390681 -6.352733 2.039234  0.2775
H36 -6.625719 -4.130274 2.998606  0.3514
H37 -5.286429 -4.078860 1.849517  0.0791
Cl3 -1.715524 -7.709048 -2.255928  -0.0832
C30 -2.710126 -9.004740 -2.988088  -0.6379
C31 -4.016870 -9.201038 -2.254202  -0.4587
Cl4 -3.770821 -9.875353 -0.627265  -0.1262
H38 -2.116047 -9.917452 -3.001862  0.3252
H39 -2.907600 -8.710991 -4.018815  0.3476
H40 -4.646031 -9.902788 -2.801272  0.3342
H41 -4.563357 -8.265053 -2.149471  0.3108
Cl5 5.903703 0.488418 -0.289083  -0.1943
C32 4.865399 1.684061 -1.107587  0.1768
C33 4.785051 2.986050 -0.345947  0.0190
Cl6 3.889227 2.792743 1.184570  -0.1970
H42 3.880536 1.242984 -1.238707  -0.5439
H43 5.297036 1.852799 -2.093910  0.4932
H44 4.250431 3.730297 -0.938604  -0.1235
H45 5.770427 3.381411 -0.115952  0.3237
Cl7 -0.061037 4.714168 8.067812  -0.2366
C34 -1.145526 5.893973 7.278651  -0.1023
C35 -1.230330 7.190882 8.045214  -0.3152
Cl8 -2.077463 6.998821 9.601472  -0.2191
H46 -2.122837 5.429297 7.166012  0.3290
H47 -0.741935 6.078982 6.284938  -0.0437
H48 -1.792185 7.923976 7.468410  0.2321
H49 -0.242910 7.601760 8.248070  0.3353
Cl9 -5.990349 -0.986152 -6.695105  -0.1945
C36 -5.524586 -2.198663 -5.474264  -0.4761
C37 -4.341035 -1.754660 -4.649667  -0.1447
Cl10 -2.838394 -1.701100 -5.606345  -0.2151
H50 -5.323152 -3.135821 -5.990050  0.3371
H51 -6.389259 -2.343575 -4.826881  0.3386
H52 -4.172930 -2.457484 -3.837690  0.0109
H53 -4.500814 -0.768603 -4.218020  0.3082
Cl11 -3.553605 3.442183 1.933745  -0.0387
C38 -5.096456 4.077645 2.567108  -0.6755
C39 -5.127037 5.587934 2.600732  -0.4922
Cl12 -4.010329 6.256235 3.818646  -0.1337
H54 -5.253305 3.652714 3.556673  0.3264
H55 -5.881831 3.708337 1.908183  0.3599
H56 -6.127024 5.929301 2.866729  0.3471
H57 -4.867215 6.015849 1.634060  0.2973
Cl13 0.413551 6.470655 -0.097011  -0.2181
C40 2.094893 5.871702 -0.027268  0.5954
C41 2.963514 6.498408 -1.088165  -0.6754
Cl14 2.512370 5.952304 -2.726164  -0.2108
H58 2.071618 4.787112 -0.118099  -0.7649
H59 2.477729 6.120413 0.962751  0.4722
H60 4.003330 6.210931 -0.932505  0.3719
H61 2.904967 7.585075 -1.065477  0.4546
Cl15 0.721547 -8.992802 1.308612  -0.1732
C42 -0.398633 -10.375079 1.199844  -0.1649
C43 0.325853 -11.675625 0.929974  -0.0458
Cl16 1.026925 -11.726149 -0.709343  -0.2117
H62 -1.131103 -10.156078 0.425114  -0.0234
H63 -0.921403 -10.433569 2.154876  0.2931
H64 -0.371442 -12.510183 1.001096  -0.0529
H65 1.129308 -11.842610 1.645423  0.3680
Cl17 -3.327344 12.969396 10.270039  -0.1849
C44 -4.449939 11.586363 10.226990  -0.4684
C45 -3.742832 10.286557 9.927651  -0.4149
Cl18 -3.127755 10.225270 8.256542  -0.1886
H66 -5.221220 11.800950 9.489563  0.3221
H67 -4.921061 11.530743 11.208096  0.3229
H68 -4.436756 9.453954 10.039614  0.2991
H69 -2.903817 10.122282 10.600946  0.3184
Cl19 -2.995324 -14.161305 -1.200560  -0.1633
C46 -3.241196 -15.044939 0.326833  -0.5457
C47 -3.902788 -14.188360 1.379180  -0.4518
Cl20 -2.832295 -12.884405 1.951720  -0.1325
H70 -2.273842 -15.414449 0.662328  0.3219
H71 -3.874080 -15.902338 0.098906  0.3579
H72 -4.153398 -14.796909 2.247703  0.3117
H73 -4.818998 -13.732733 1.008181  0.3128
Cl21 3.759750 9.894078 -6.009961  -0.1910
C48 3.475563 8.138311 -5.890556  -0.1822
C49 2.523892 7.640695 -6.951468  -0.4390
Cl22 0.861675 8.230340 -6.695103  -0.1851
H74 3.106058 7.923493 -4.889226  0.0673
H75 4.444598 7.653291 -6.007393  0.3070
H76 2.481250 6.551999 -6.925727  0.2880
H77 2.840125 7.946275 -7.947154  0.3410
Cl23 7.076237 -2.048055 -7.480233  -0.1965
C50 6.859791 -2.850651 -5.902759  -0.4474
C51 6.317467 -1.909844 -4.854880  0.0530
Cl24 7.504028 -0.659714 -4.394561  -0.1462
H78 7.817832 -3.272995 -5.605066  0.3521
H79 6.158715 -3.670309 -6.058475  0.3234
H80 6.075946 -2.464368 -3.948886  0.2642
H81 5.414650 -1.408277 -5.194572  -0.1998
Cl25 11.013648 4.336319 -2.167408  -0.1910
C52 10.637419 2.602767 -1.995113  -0.4772
C53 9.225871 2.280326 -2.421044  -0.3560
Cl26 8.007561 2.954360 -1.312699  -0.1561
H82 10.816729 2.319770 -0.959557  0.3288
H83 11.343674 2.061789 -2.624467  0.3409
H84 9.077460 1.200135 -2.426493  0.1552
H85 9.014651 2.657652 -3.419995  0.3176

Forces on atoms 1 to 3 (eV/Å):
0.9 -0.5 -0.2
-0.4 0.0 0.9
-0.2 0.1 -1.7

---

No. 2
Density functional theory data (ωB97M-V/def2-TZVPD) for 2 unconnected molecules or ions with the total composition C14H20BrN2O4 at a distorted geometry.

Values from the calculation:
Orbital gap (eV): 2.3
Calculated total energy (hartree): -3529.5958
Net charge: -1
Energy relative to the best compared isomer or geometry (same formula, charge and spin) (kJ/mol): 0.00
E_HOMO (eV): -1.5

Last column: Mulliken charge in e.
Positions of all 41 atoms, in Å:
C1 -3.015994 2.262892 0.449682  -0.1348
C2 -3.064475 1.226499 -0.152537  -0.2315
C3 -2.875688 0.128518 -1.124130  -0.7828
C4 -1.568550 -0.698211 -0.868995  -0.4912
C5 -0.475036 0.097996 -0.115504  -0.6686
C6 0.920209 -0.464147 -0.269634  0.2651
C7 1.989179 0.286725 -0.924293  0.4730
C8 1.818566 1.670270 -1.497428  -1.1469
C9 2.064267 1.762476 -3.029731  -0.5562
C10 0.736185 1.430541 -3.752752  -0.0372
O1 -0.053713 2.624335 -3.825472  -0.5637
C11 3.257068 -0.317977 -0.986296  -0.6494
N1 3.645281 -1.481114 -0.545389  -1.1424
N2 2.618149 -2.116117 0.076080  0.8003
O2 2.956427 -3.332575 0.623873  -0.5454
C12 1.334966 -1.673039 0.208237  0.3683
Br1 0.087595 -2.775419 1.127149  -0.1209
H1 -2.960859 3.168921 1.006725  0.3872
H2 -2.891603 0.488928 -2.156230  0.2520
H3 -3.727015 -0.548048 -0.979335  0.3326
H4 -1.201394 -1.130254 -1.806704  0.4076
H5 -1.867685 -1.533075 -0.233711  0.4181
H6 -0.728232 0.044731 0.957137  0.2422
H7 -0.465143 1.143194 -0.418113  0.2630
H8 0.844242 2.117809 -1.292771  0.2395
H9 2.557982 2.330592 -1.009780  0.4192
H10 2.377452 2.783277 -3.278379  0.4074
H11 2.856547 1.060833 -3.312647  0.4334
H12 0.906091 0.981164 -4.735081  0.3223
H13 0.209541 0.727542 -3.090646  -0.2118
H14 -0.798825 2.513815 -3.230524  0.3453
H15 4.047610 0.262141 -1.468008  0.4721
H16 2.952720 -3.191402 1.585245  0.3363
O3 -1.187310 -0.230810 3.341296  -0.5945
C13 -1.648014 -1.296762 3.926962  -0.0024
C14 -1.473099 -1.166385 5.601880  -0.2946
O4 -1.914045 -2.240177 6.173699  -0.6673
H17 -1.153116 -2.258858 3.676663  0.0232
H18 -2.724727 -1.523887 3.778061  0.2356
H19 -1.988865 -0.211839 5.839838  0.1892
H20 -0.396690 -0.923102 5.731562  0.2091

Forces on atoms 1 to 3 (eV/Å):
-0.2 0.0 0.2
0.6 0.3 -1.1
0.0 -0.6 0.8

---

No. 3
Density functional theory data (ωB97M-V/def2-TZVPD) for C5H9NO in the gas phase at a distorted geometry.

Values from the calculation:
Orbital gap (eV): 11.5
Calculated total energy (hartree): -325.8975
Energy relative to the best compared isomer or geometry (same formula, charge and spin) (kJ/mol): 105.05
E_HOMO (eV): -10.8

Last column: Mulliken charge in e.
Positions of all 16 atoms, in Å:
C1 -1.573825 -0.223348 -0.623325  -1.3254
C2 -0.744990 -0.185518 0.653397  -0.1824
O1 -0.531991 -1.481250 1.177543  -0.5401
C3 0.622649 0.546557 0.511354  0.7338
C4 1.715769 -0.277655 -0.201355  -1.3077
C5 0.428585 1.845201 -0.149767  -0.0189
N1 0.248001 2.843805 -0.706986  -0.4688
H1 -1.815197 0.783832 -0.976270  0.4320
H2 -2.510424 -0.756230 -0.431470  0.3639
H3 -1.037840 -0.744514 -1.427596  0.3142
H4 -1.310389 0.345661 1.426842  0.3400
H5 -0.391810 -2.081273 0.434751  0.3629
H6 0.959088 0.757698 1.532079  0.2935
H7 2.666619 -0.194733 0.330415  0.3479
H8 1.879282 0.045260 -1.231384  0.3549
H9 1.449205 -1.335452 -0.202635  0.3003

Forces on atoms 1 to 3 (eV/Å):
0.0 0.0 -0.1
-0.2 0.2 -0.1
0.0 -0.1 -0.1

---

No. 4
Density functional theory data (ωB97M-V/def2-TZVPD) for C3H6O in the gas phase.

Values from the calculation:
Orbital gap (eV): 10.6
Calculated total energy (hartree): -193.1414
Energy relative to the best compared isomer or geometry (same formula, charge and spin) (kJ/mol): 4.71
E_HOMO (eV): -9.7

Last column: Mulliken charge in e.
Positions of all 10 atoms, in Å:
C1 1.089964 -0.549839 -0.431113  -1.0397
C2 -0.140050 -0.431622 0.436934  0.7113
C3 -1.009277 0.783242 0.191114  -0.9059
H1 0.811409 -0.651815 -1.485642  0.2991
H2 1.683811 -1.423326 -0.116184  0.3022
H3 1.709807 0.358947 -0.344977  0.3156
H4 -1.028916 1.351409 1.133588  0.2738
H5 -2.007051 0.417612 0.004960  0.3022
H6 -0.661220 1.398374 -0.646517  0.2851
O1 -0.448475 -1.252983 1.257837  -0.5436

Forces on atoms 1 to 3 (eV/Å):
0.6 -0.3 0.3
0.1 0.4 -0.7
0.4 0.1 0.3

---

No. 5
Density functional theory data (ωB97M-V/def2-TZVPD) for a molecular structure, C8H9NO4 at a distorted geometry.

Values from the calculation:
Orbital gap (eV): 9.4
Calculated total energy (hartree): -665.7273
Energy relative to the best compared isomer or geometry (same formula, charge and spin) (kJ/mol): 480.01
E_HOMO (eV): -9.0

Last column: Mulliken charge in e.
Positions of all 22 atoms, in Å:
C1 -1.379411 2.697029 -0.332481  -1.2114
C2 -0.431127 1.469621 -0.446715  0.8263
O1 -0.268334 0.617729 -1.377060  -0.6189
N1 0.379329 1.489013 0.609546  -0.0111
C3 1.376041 0.654348 0.506841  -0.3626
O2 2.681272 1.374571 0.388299  -0.5550
H1 2.936999 1.100882 -0.379409  0.3213
C4 1.368583 -0.509457 -0.500636  0.8445
O3 2.205826 -0.615711 -1.359458  -0.6721
C5 0.243339 -1.490766 -0.072462  0.8718
C6 0.109855 -2.602876 -0.750389  -1.0033
C7 -1.073652 -3.057491 -0.145613  -0.3236
C8 -1.565167 -2.249071 0.933377  -0.6101
O4 -0.406843 -1.331149 1.048857  -0.3491
H2 -2.109194 -2.286817 1.707959  0.5049
H3 -1.751341 -3.917446 -0.141083  0.3536
H4 0.184064 -2.952486 -1.580617  0.5791
H5 1.611809 0.256704 1.737675  0.2189
H6 0.511677 2.147755 1.237084  0.2209
H7 -0.783117 3.710440 -0.382838  0.3096
H8 -2.051037 2.686840 -1.352364  0.2925
H9 -1.789569 2.808335 0.651488  0.3738

Forces on atoms 1 to 3 (eV/Å):
0.3 1.0 -4.4
-0.9 1.3 -2.0
-1.6 3.0 2.4

---

No. 6
Density functional theory data (ωB97M-V/def2-TZVPD) for C4H4N2 in the gas phase at a distorted geometry.

Values from the calculation:
Orbital gap (eV): 9.3
Calculated total energy (hartree): -264.0891
Energy relative to the best compared isomer or geometry (same formula, charge and spin) (kJ/mol): 623.22
E_HOMO (eV): -8.8

Last column: Mulliken charge in e.
Positions of all 10 atoms, in Å:
C1 0.888933 0.161307 -1.049927  -0.2508
C2 0.687812 0.407611 0.751859  -0.3161
C3 -0.683821 0.222005 0.625653  0.4982
C4 0.008699 -0.474828 1.764232  -0.4312
N1 -1.375984 0.152229 -0.488796  -0.7473
N2 -0.389501 0.262907 -1.467240  0.1995
H1 1.550012 0.424431 -1.881395  0.2886
H2 -0.101405 -1.486758 1.499953  0.2428
H3 0.102261 0.018844 2.698519  0.2544
H4 -0.687007 0.312253 -2.452859  0.2618

Forces on atoms 1 to 3 (eV/Å):
-2.0 0.8 2.5
0.0 0.1 -6.3
1.6 1.2 0.9

---

Computed E_LUMO, in the same sequence as the records: -0.68 0.83 0.72 0.97 0.39 0.58 eV.